Entry 1:
Here is a structure of composition C26H15N4O10SSc from OMol25. Energies are from wB97M-V/def2-TZVPD.

Atoms and positions in Å:
Sc -0.185997 0.273107 -0.485226
O -2.037587 4.813633 5.001379
C -2.181710 5.035259 3.781799
O -2.807579 5.935943 3.197077
C -1.503358 3.991481 2.852897
C -0.788823 2.929010 3.394174
C -0.235205 1.974654 2.561574
N -0.350629 2.024073 1.230754
C -0.977316 3.084342 0.707643
C -1.580375 4.073596 1.465966
C -1.020634 3.117143 -0.811685
O -1.302655 4.137616 -1.405955
O -0.704791 1.984687 -1.360113
H -0.697969 2.866793 4.470607
H 0.305845 1.124220 2.959061
H -2.097635 4.896435 0.994926
N 2.148672 -1.431338 3.013031
C 3.111549 -0.475306 3.364355
C 3.584137 -0.359943 4.664640
C 4.584475 0.555879 4.960982
C 5.087162 1.383286 3.966424
C 4.585122 1.293524 2.675326
C 3.615959 0.350756 2.360428
S 3.032299 0.101242 0.727427
N 1.415277 -0.344422 1.051334
C 1.150481 -1.112372 2.087456
C -0.146101 -1.606897 2.314456
C -0.520562 -2.555027 3.303229
C -1.475002 -3.487275 3.021961
C -1.883267 -3.608687 1.640952
C -1.612050 -2.662284 0.730109
N -1.057594 -1.391990 1.211065
H 1.836313 -2.018644 3.768007
H 3.170305 -0.995233 5.440177
H 4.955198 0.633537 5.975101
H 5.853850 2.111591 4.196722
H 4.948444 1.953278 1.897214
H -0.045639 -2.557154 4.281634
H -1.802119 -4.206212 3.759774
H -2.320303 -4.535670 1.287675
H -1.765511 -2.731226 -0.335765
O 1.823984 -3.377256 -5.099377
C 1.429501 -2.645094 -4.225783
C 0.089062 -2.743518 -3.505263
O -0.778874 -3.568724 -3.723823
C 0.104806 -1.647877 -2.550918
C 1.307347 -0.934815 -2.589863
O 1.487888 0.048767 -1.783063
C 2.207756 -1.485088 -3.605914
O 3.321082 -1.126463 -3.929101
O -0.805483 -1.293940 -1.699249
C -2.910559 -0.312173 2.623410
C -2.132647 -0.468469 1.357065
O -2.381230 0.192768 0.361992
H -3.965872 -0.272303 2.355232
H -2.648172 0.651474 3.065163
H -2.712165 -1.114995 3.325398

Forces on the atoms, in the same order (eV/Å):
Sc 0.5045 -0.1356 0.4651
O 0.0695 0.0273 0.0207
C -0.1595 -0.1321 0.0230
O 0.0545 0.0509 -0.0440
C 0.0168 0.0842 -0.0535
C 0.0104 -0.0171 0.0500
C 0.0181 -0.0120 -0.0402
N -0.0174 0.0035 -0.0607
C -0.2486 0.1166 -0.2725
C 0.2054 -0.0595 0.2290
C 0.0596 0.0823 -0.0016
O -0.1082 -0.0069 0.0724
O -0.0882 0.0457 -0.1646
H 0.0002 -0.0046 -0.0070
H -0.0013 0.0081 0.0192
H 0.0162 -0.0029 -0.0157
N 0.0083 0.0296 -0.0502
C 0.0142 -0.0056 -0.0431
C -0.0012 0.0042 0.0032
C 0.0027 0.0127 -0.0216
C -0.0085 -0.0168 0.0362
C -0.0195 0.0089 -0.0193
C 0.0182 0.0861 0.0999
S 0.0390 -0.1259 -0.0271
N -0.1965 0.1026 -0.0947
C -0.0079 -0.0647 0.0600
C -0.0015 -0.0225 -0.0402
C -0.1139 -0.0979 0.0360
C 0.1015 0.0620 0.0372
C -0.0131 0.0228 -0.1500
C -0.0159 0.0268 0.1071
N 0.1294 -0.1185 0.0543
H -0.0145 -0.0037 0.0087
H 0.0064 0.0018 0.0088
H 0.0028 0.0015 0.0014
H -0.0006 0.0002 0.0075
H -0.0011 -0.0017 -0.0111
H 0.0142 0.0170 -0.0032
H 0.0022 0.0015 0.0074
H 0.0004 -0.0090 0.0288
H -0.0241 -0.0260 -0.0128
O -0.0198 0.0389 -0.0623
C 0.0788 -0.1174 0.2034
C -0.0133 0.0819 -0.1730
O 0.0040 -0.0313 0.0435
C 0.0144 0.0061 0.0262
C 0.0649 -0.0433 -0.0207
O -0.1078 -0.0103 0.0868
C -0.0882 0.0670 -0.1296
O 0.0257 -0.0254 0.0319
O -0.0599 -0.0166 -0.1580
C 0.0498 -0.0051 -0.0158
C -0.0579 0.1465 -0.1738
O -0.1577 -0.0321 0.0557
H 0.0012 0.0174 0.0165
H 0.0217 -0.0076 0.0140
H -0.0089 -0.0021 0.0123

Output
HOMO level, eV: -2.83
ΔE to the lowest compared entry with this formula, charge and spin, kJ/mol: 9.3
DFT total energy, hartree: -3130.457960
Charge: -2


Entry 2:
Here is a structure of composition Cl2HNOS in a non-equilibrium geometry from OMol25. Energies are from wB97M-V/def2-TZVPD.

Atoms and positions in Å:
N 0.237634 -0.781689 -0.239592
O 4.150811 1.594374 -0.575127
S 3.762725 0.788801 0.517152
Cl 4.319437 -1.226971 0.214182
Cl 1.473447 0.150823 -0.735692
H -0.270075 -0.571886 0.589483

Forces on the atoms, in the same order (eV/Å):
N 0.1539 -2.1343 -1.9473
O 0.8274 1.7017 -2.5435
S 0.2623 -2.2478 2.9807
Cl -0.0097 0.6356 0.1031
Cl -1.3524 0.4899 0.2437
H 0.1185 1.5550 1.1633

Output
HOMO level (spin up / spin down), eV: -10.20 / -8.85
ΔE to the lowest compared entry with this formula, charge and spin, kJ/mol: 218.5
DFT total energy, hartree: -1449.017459


Entry 3:
Here is a cluster of 4 separate species, C29H65ClN3O6P in total in a non-equilibrium geometry from OMol25. Energies are from wB97M-V/def2-TZVPD.

Atoms and positions in Å:
C 7.677929 -0.624181 3.658850
C 6.775733 -0.737791 2.691014
C 5.991021 -0.846920 1.303646
C 4.584341 -1.639727 1.630883
C 4.806191 -3.144725 2.167904
C 4.787441 -4.287585 1.029100
N 3.711638 -4.132221 -0.006039
C 5.583402 0.694452 0.882659
O 4.146293 0.906592 0.806157
C 3.736464 1.493208 -0.454634
C 3.380717 0.369089 -1.603437
C 4.699027 -0.278104 -2.285407
C 4.593318 -0.379480 -3.898498
C 4.069947 -1.799868 -4.455955
C 4.917948 -3.090444 -3.973986
C 6.463078 -2.808090 -3.605300
C 7.335856 -2.117530 -4.778723
O 8.677336 -2.724097 -4.728721
C 9.476357 -2.145751 -3.664655
P 2.048511 2.368461 -0.083808
O 1.791001 3.675291 -1.173533
Cl 0.472705 0.963945 -0.501132
N 6.653111 -1.597121 0.203608
C 8.010028 -2.124609 0.516053
N 7.999740 -3.384123 1.372168
H 8.514207 -0.370092 4.421965
H 3.910518 -1.648017 0.700553
H 4.086614 -1.042034 2.500996
H 3.934540 -3.380106 2.898541
H 5.778634 -3.295988 2.777968
H 5.785130 -4.446593 0.479729
H 4.564234 -5.294015 1.581872
H 4.146002 -3.534034 -0.748082
H 3.414902 -5.036395 -0.410829
H 5.969626 1.400029 1.730770
H 6.161689 1.042011 -0.070668
H 4.501482 2.272810 -0.872886
H 2.852779 -0.500332 -1.028295
H 2.641150 0.794194 -2.401620
H 5.583515 0.455777 -2.067879
H 4.902897 -1.278321 -1.753301
H 3.789826 0.409583 -4.215048
H 5.574203 -0.014629 -4.417539
H 2.990611 -1.939934 -4.027337
H 3.923718 -1.786635 -5.614784
H 4.372703 -3.615115 -3.098360
H 4.889154 -3.852336 -4.859635
H 6.635820 -2.204254 -2.642690
H 6.948995 -3.854111 -3.414210
H 7.500270 -0.996560 -4.486744
H 6.868330 -2.162146 -5.826749
H 10.104690 -1.244544 -4.007624
H 10.233798 -2.957041 -3.303674
H 8.885227 -1.825868 -2.730586
H 0.970663 4.130407 -0.828266
H 6.778293 -0.961489 -0.606171
H 8.456411 -2.484943 -0.506434
H 8.771279 -1.338185 0.900542
H 7.950217 -4.227397 0.763845
H 8.944395 -3.425189 1.807690
C -5.856205 0.359395 -2.748001
C -4.821791 0.805140 -3.766270
O -3.745212 1.543144 -3.197504
C -2.968383 0.867837 -2.215516
C -2.297116 -0.391884 -2.732736
H -6.262707 1.222187 -2.212117
H -6.677826 -0.164676 -3.244441
H -5.430495 -0.315917 -2.002979
H -5.302904 1.467794 -4.491268
H -4.435589 -0.046486 -4.337512
H -3.576732 0.658384 -1.330160
H -2.193209 1.571792 -1.894722
H -3.026179 -1.138270 -3.057050
H -1.680747 -0.844481 -1.951090
H -1.660861 -0.161788 -3.592848
C -7.248281 2.648430 1.853904
C -8.590436 2.070788 1.442530
O -8.489870 1.039554 0.465676
C -7.739145 -0.109247 0.838653
C -8.293577 -0.829408 2.054791
H -6.715299 3.038106 0.981451
H -7.387945 3.461189 2.572229
H -6.606484 1.897659 2.319180
H -9.193619 2.865677 0.994470
H -9.151648 1.712770 2.312937
H -6.686931 0.156279 0.980367
H -7.769999 -0.791784 -0.017510
H -8.275788 -0.197423 2.945821
H -7.704716 -1.725578 2.268980
H -9.333513 -1.124486 1.884542
C -11.411404 4.087310 3.946537
C -10.652620 3.230537 4.944432
O -9.317059 3.670256 5.170806
C -9.166466 4.986666 5.688204
C -9.837014 5.191392 7.034807
H -10.882096 4.119834 2.989594
H -12.413145 3.681270 3.780204
H -11.521333 5.116749 4.293283
H -10.582251 2.211836 4.552383
H -11.192123 3.157178 5.895237
H -9.513640 5.722738 4.956580
H -8.090079 5.153298 5.803198
H -10.918683 5.049141 6.977241
H -9.652394 6.204350 7.402911
H -9.452140 4.475572 7.767500

Forces on the atoms, in the same order (eV/Å):
C -4.3565 -0.0429 -5.2875
C 5.8204 0.6080 4.0231
C -2.3290 0.0866 1.6200
C 0.6066 0.1453 1.1399
C -0.2703 -0.4556 -0.1032
C 0.0241 -1.4869 0.5832
N 0.9555 0.7219 -0.1770
C 1.4279 0.7442 1.0558
O 0.8264 0.7003 -1.8808
C -0.7622 -0.7451 -2.5705
C 0.5346 -0.7781 0.6425
C 0.1480 0.9303 -0.1127
C -0.6289 0.4779 -0.4069
C -0.8117 0.0104 0.5008
C 0.0453 -0.0253 -0.5631
C 0.1736 -0.9054 -0.3838
C 0.3503 0.8126 1.5230
O -0.5996 1.2011 0.5670
C 1.0917 -0.4270 0.6973
P -0.4888 1.4247 1.5585
O -0.3902 -1.5155 0.8580
Cl 0.9074 0.5078 -0.3851
N 1.6050 0.6778 0.6597
C 1.5058 -1.3242 -1.7568
N 1.0488 0.9105 -0.5041
H -2.2539 -0.7278 -1.6807
H 1.0465 0.1147 1.4961
H 0.6395 -1.0170 -1.7646
H 1.3423 0.4139 -1.3431
H -1.5142 0.5507 -1.1170
H -1.2445 0.5370 1.2039
H 0.4941 1.7631 -0.8879
H -0.8723 -0.9306 0.6229
H 0.5607 0.8532 0.3155
H -0.6978 -1.3332 -1.4428
H -1.2381 -0.8287 1.4798
H -1.3562 -1.2545 0.8352
H 0.6392 1.7553 -1.0990
H 1.4315 -0.6412 1.4895
H -1.3940 -1.4335 -0.3560
H -0.1693 1.5130 -1.0582
H 1.4555 -1.3470 0.4841
H -1.6857 -0.9464 1.0330
H 1.8370 0.2922 -0.7977
H 0.5485 0.1096 2.0933
H 1.0208 0.9418 -1.2956
H 0.1897 1.2623 1.6380
H -0.6420 -0.9273 -1.4118
H -0.7883 1.8715 -0.3875
H -0.5438 -1.8051 -0.8029
H 0.9286 -0.3054 1.5748
H -1.0745 -1.1993 0.2521
H -1.4007 1.3667 -0.7600
H 0.5842 -0.5122 -1.4853
H 1.3076 -0.6917 -0.4858
H -0.1370 -0.5024 0.7834
H -0.8918 1.0830 1.4484
H -1.4842 -1.3193 -0.1182
H -0.0474 1.0418 0.4973
H -1.0367 -0.0032 -0.2520
C -0.0168 0.0036 0.1591
C 0.0403 0.0026 0.0689
O -0.0192 0.1140 -0.0783
C 0.0777 0.0414 -0.0446
C -0.0353 -0.1386 -0.1264
H -0.0062 -0.0795 -0.0801
H 0.0678 0.0734 0.0332
H -0.0326 -0.0578 -0.0689
H 0.2120 0.0798 0.1082
H -0.0242 -0.0536 0.0653
H -0.0323 -0.1075 0.0100
H -0.2126 0.0404 -0.1660
H 0.0313 -0.0065 0.0975
H -0.0377 0.0761 -0.0658
H -0.0234 0.0146 0.1233
C 0.1600 0.0041 0.0076
C 0.0694 -0.0256 0.0095
O -0.0803 0.0124 -0.1359
C -0.0683 -0.0194 -0.0368
C -0.1085 0.0484 0.1688
H -0.0871 -0.0143 0.0530
H -0.0306 -0.0974 -0.0545
H -0.0552 0.0525 0.0792
H 0.0143 -0.2178 -0.1423
H 0.0907 0.0087 0.0606
H 0.0311 0.0036 0.1066
H -0.0911 0.2632 -0.0085
H 0.0848 -0.0659 -0.0176
H -0.0510 0.0748 -0.0491
H 0.1196 -0.0030 -0.0278
C 0.0055 0.1420 -0.0618
C 0.0368 0.0703 -0.0050
O 0.0812 -0.1199 -0.0616
C 0.0532 -0.0269 0.0521
C -0.1490 -0.0847 0.1027
H -0.0567 -0.0578 0.0748
H 0.1095 0.0125 0.0093
H -0.0790 -0.0534 0.0264
H 0.2166 0.1004 0.0833
H -0.0422 0.0730 -0.0315
H -0.0953 0.0395 0.0257
H -0.1187 -0.2202 -0.1271
H 0.0422 0.1005 -0.0062
H 0.0127 -0.0953 -0.0457
H 0.0091 0.0959 -0.0817

Output
HOMO level, eV: -8.63
DFT total energy, hartree: -2560.844492
SMILES: C#C[C@@](CCCN)(CO[C@@H](CCCCCCCOC)P(O)Cl)NCN.CCOCC.CCOCC.CCOCC


Question: The highest DFT total energy belongs to which entry?
Answer: Cl2HNOS